Computed, not measured: a structure of composition C20H33IOSi3Sn, with ωB97M-V with the def2-TZVPD basis set.

The total charge is +2. The calculation puts the HOMO-LUMO gap at 7.857 eV. The energy above the lowest of the compared OMol25 structures with the same formula, charge and spin is 0.0 kJ/mol. For the LUMO energy, the calculation gives -6.78 eV.

The geometry in XYZ format:
```
59
C20H33IOSi3Sn (ωB97M-V with the def2-TZVPD basis set)
Sn 0.06090 0.68324 -0.02781
I 1.63020 2.26921 -1.79648
C -0.05089 3.52143 -1.92995
C 0.00173 4.51998 -2.85522
C -1.07998 5.41990 -2.95211
C -2.14214 5.29454 -2.10935
C -2.19487 4.26046 -1.14180
C -3.28916 4.17600 -0.24758
C -3.35022 3.21509 0.71813
C -2.32942 2.25109 0.79904
C -1.25589 2.28896 -0.06408
C -1.13797 3.31253 -1.04767
H 0.85814 4.64317 -3.50494
H -1.04293 6.21188 -3.68708
H -2.96594 5.99536 -2.15823
H -4.07973 4.91116 -0.33656
H -4.18009 3.17541 1.41016
H -2.40413 1.49735 1.57097
C 1.27188 1.60056 2.86966
O 0.95003 0.64596 1.81507
Si 0.99193 -1.11214 1.99973
C 2.62865 -1.71788 2.58694
C -0.28441 -1.54403 3.26340
C 0.53439 -1.36745 0.17341
Si 2.05443 -1.76191 -0.98824
C 2.55359 -3.52167 -0.68675
C 1.59465 -1.53658 -2.78269
C 3.47556 -0.59812 -0.58623
Si -1.10984 -2.35311 -0.17039
C -1.60989 -2.13801 -1.95160
C -0.85264 -4.13318 0.29075
C -2.48587 -1.60534 0.86917
H 2.29061 1.41554 3.20317
H 0.56884 1.48068 3.69164
H 1.19396 2.60263 2.45747
H 2.75569 -1.44296 3.63789
H 3.49170 -1.34892 2.03843
H 2.63902 -2.81073 2.54709
H 0.16555 -1.45618 4.25590
H -0.60938 -2.58165 3.15610
H -1.17263 -0.91105 3.24529
H 1.71339 -4.20439 -0.80810
H 2.98416 -3.67887 0.30354
H 3.31271 -3.80747 -1.42072
H 1.05606 -2.40033 -3.17113
H 2.51636 -1.44802 -3.36491
H 0.99217 -0.65232 -2.99787
H 4.10686 -0.97440 0.21739
H 3.17146 0.40831 -0.28895
H 4.12016 -0.49863 -1.46366
H -1.00606 -2.73134 -2.63739
H -1.56433 -1.09554 -2.28847
H -2.64658 -2.46264 -2.07053
H -0.32966 -4.68585 -0.49028
H -1.82607 -4.61345 0.42305
H -0.29653 -4.25570 1.22322
H -2.32468 -0.55986 1.14417
H -2.63730 -2.14985 1.80212
H -3.42552 -1.64087 0.31388
```